Formula: C17H15Co2N2O6
Source: OMol25
Level of theory: ωB97M-V/def2-TZVPD

Positions of all 42 atoms, in Å:
O 2.2446 -2.4169 -1.0721
C 1.5032 -1.5790 -0.7718
Co 0.2306 -0.4654 -0.3540
C 0.5627 0.5312 -2.0681
O 0.5797 0.1976 -3.2103
C -0.7774 -1.4125 0.7279
O -1.3644 -2.1442 1.4139
C 0.7037 0.8883 0.9856
C 1.7224 0.5539 1.9926
C 1.6154 -0.6311 2.7566
C 2.7186 -1.1063 3.4702
C 3.8696 -0.3207 3.5714
C 3.9544 0.8963 2.8918
C 2.8893 1.3461 2.1051
C 0.3477 1.7029 -0.0603
C 0.7260 1.8963 -1.4605
Co -1.0023 1.7351 1.0909
C -2.4128 0.7316 1.5595
O -3.4186 0.1886 1.7592
C -0.8543 2.8890 2.4372
O -0.8258 3.6561 3.3041
C -1.9404 2.2725 -0.2552
O -2.5548 2.6747 -1.1578
H 0.6701 -1.1923 2.7287
H 2.6397 -2.0814 3.9491
H 4.7015 -0.6769 4.1697
H 4.8425 1.5211 2.9828
H 2.9481 2.2794 1.5324
H 0.0978 2.6192 -1.9932
H 1.7961 2.1828 -1.5434
C -1.8432 -1.2398 -3.8642
N -1.6805 -1.3385 -2.4266
C -2.4844 -2.4405 -1.9178
N -1.8422 -0.1142 -1.7228
H -1.3453 -2.1086 -4.3074
H -2.9037 -1.2828 -4.1447
H -1.3853 -0.3386 -4.2492
H -2.0499 -3.3733 -2.3244
H -2.4738 -2.4953 -0.8236
H -3.5356 -2.3768 -2.2712
H -2.5886 -0.2314 -1.0366
H -2.0805 0.6036 -2.3935

As for the total charge: -1. The value obtained for the electronic energy is -108386.964 eV. The HOMO energy is -3.04 eV. The multiplicity is 1. The calculation puts the gap between HOMO and LUMO at 6.016 eV. The calculation puts the energy relative to the best compared isomer or geometry (same formula, charge and spin) at 198.6 kJ/mol.

---

Formula: C17H15CrF5N3O4S
Source: OMol25
Level of theory: ωB97M-V/def2-TZVPD

Positions of all 46 atoms, in Å:
Cr 0.2236 -0.1409 -0.1511
O 1.4435 3.4567 0.9687
C 0.8435 2.4692 0.5996
O 1.0970 1.2508 0.9051
C -0.2870 2.5726 -0.4300
C -0.7741 3.7204 -1.0321
C -1.7125 3.5862 -2.0516
C -2.1130 2.3164 -2.4562
C -1.5669 1.2138 -1.8128
N -0.6993 1.3643 -0.8141
C -1.6568 -0.2571 -2.2596
O -2.4162 -0.5944 -3.1425
O -0.7862 -0.9846 -1.6643
H -0.4059 4.6782 -0.7021
H -2.1117 4.4621 -2.5397
H -2.8237 2.1554 -3.2508
F -4.5565 1.2924 5.4288
C -3.8438 0.7234 4.4514
C -3.0091 1.4953 3.6470
F -2.9450 2.8174 3.8317
C -2.2656 0.8909 2.6438
F -1.4874 1.6471 1.8465
C -2.3059 -0.4856 2.4093
S -1.4617 -1.2791 1.1264
C -3.1593 -1.2366 3.2347
F -3.2258 -2.5589 3.0590
C -3.9310 -0.6492 4.2245
F -4.7578 -1.3886 4.9707
N 1.4202 -1.9308 0.5612
C 2.8920 -2.0331 0.4758
C 3.4432 -0.8694 -0.3378
C 3.1608 -1.0214 -1.8362
C 2.8962 0.3356 -2.4788
N 1.5212 0.7375 -2.1781
H 1.1409 -2.0168 1.5389
H 0.9928 -2.7184 0.0774
H 3.1840 -2.9869 0.0227
H 3.3118 -1.9876 1.4826
H 4.5172 -0.7841 -0.1769
H 2.9752 0.0425 0.0466
H 2.2757 -1.6447 -1.9945
H 4.0057 -1.5008 -2.3317
H 3.0705 0.2811 -3.5617
H 3.5761 1.0816 -2.0645
H 0.9006 0.2413 -2.8176
H 1.4057 1.7356 -2.3518

The value obtained for the electronic energy is -83377.682 eV. The HOMO energy (alpha / beta) is -8.04 / -8.04 eV. The expectation value of S² is 0.79. The multiplicity is 2. The calculation puts the gap between HOMO and LUMO (alpha / beta) at 6.574 / 7.110 eV. The calculation puts the energy relative to the best compared isomer or geometry (same formula, charge and spin) at 146.6 kJ/mol.

---

Formula: C17H15F4N5O3
Source: OMol25
Level of theory: ωB97M-V/def2-TZVPD

Positions of all 44 atoms, in Å:
N 2.8426 4.8695 3.4514
O -3.0573 -5.1402 0.0874
O -2.2629 -3.9332 4.3140
O -1.4009 1.2814 -1.8511
F 4.9161 3.7453 -0.5573
F 1.1759 6.5926 0.3413
F 3.2283 2.2415 -2.3750
F -0.2508 5.1768 -1.6099
N 3.7463 5.3981 1.1919
N 3.2197 5.1557 2.3788
C -3.3875 -4.7053 1.2110
C -2.8637 -4.1626 3.2777
C -0.2601 0.7728 -1.9791
C -4.6553 -4.6568 1.9750
C -4.3412 -4.2586 3.2595
C 3.5681 3.9246 -0.7062
C 1.6975 5.3535 -0.1342
C 2.8095 3.3031 -1.6817
C 1.0184 4.7339 -1.2215
C 2.9806 4.9145 0.1734
C 1.5700 3.6287 -1.9462
N 0.7111 1.3855 -2.7465
N -2.4101 -4.1745 2.0115
C 0.7208 2.8792 -2.9425
C -0.1889 -0.7795 -1.6975
C -1.0028 -3.9517 1.5590
C 0.7254 -1.0110 -0.5688
C -0.8477 -2.5707 0.6839
C 0.5539 -2.3801 0.1090
H -5.6760 -4.8526 1.6387
H -5.0865 -4.1930 4.0025
H 1.6782 1.0242 -2.8480
H 1.1438 3.0204 -3.9484
H -0.3181 3.2337 -3.0243
H 0.1389 -1.4017 -2.5368
H -1.1680 -1.0192 -1.3767
H -0.7526 -4.7926 0.8630
H -0.3323 -3.8609 2.3324
H 1.8476 -0.8785 -0.8719
H 0.5490 -0.1634 0.1680
H -1.6755 -2.3208 0.0377
H -0.8934 -1.7188 1.3345
H 0.6017 -3.2583 -0.5601
H 1.3885 -2.4510 0.7823

The value obtained for the electronic energy is -42330.109 eV. The HOMO energy is -9.62 eV. The multiplicity is 1. The calculation puts the gap between HOMO and LUMO at 8.787 eV. The calculation puts the energy relative to the best compared isomer or geometry (same formula, charge and spin) at 211.4 kJ/mol.

---

Formula: C17H15N3O4
Source: OMol25
Level of theory: ωB97M-V/def2-TZVPD

Positions of all 39 atoms, in Å:
C 0.8544 -3.2090 -3.0143
O 1.5954 -2.0434 -3.5251
C 2.0066 -1.1364 -2.5570
C 1.0649 -0.7176 -1.6908
C 1.3729 0.3126 -0.7614
C 0.2776 0.7187 0.1675
N -0.9885 0.5510 -0.1631
N -1.8178 0.8935 0.8882
C -1.6047 0.7400 2.2554
C -2.3975 1.3581 3.1824
C -3.2883 2.4663 2.9807
C -3.4087 3.4412 4.0313
C -3.0617 2.9333 5.3865
C -2.3606 1.7321 5.5056
C -1.9540 0.9496 4.4039
N -1.0743 -0.0716 4.3249
C -0.8396 -0.3179 2.9606
O -0.0289 -1.0972 2.4753
C 2.6624 0.8946 -0.8174
C 3.6714 0.3945 -1.7029
O 4.9267 0.9376 -1.7768
C 5.2805 1.9284 -0.7552
C 3.3481 -0.7057 -2.4747
O 4.3181 -1.1018 -3.3647
H 0.2217 -3.4481 -3.9024
H 0.2469 -3.0651 -2.1152
H 1.5036 -4.0381 -2.9140
H 0.0665 -1.1743 -1.7495
H 0.5836 1.1626 1.1211
H -2.7455 1.2151 0.6890
H -3.3810 2.7063 1.9528
H -3.5004 4.5593 3.8701
H -2.9494 3.5860 6.3117
H -1.9137 1.4467 6.4887
H 2.8650 1.6672 -0.0903
H 6.2620 2.2090 -0.9957
H 4.6003 2.8508 -0.7821
H 5.1996 1.5931 0.2477
H 5.0246 -0.4838 -3.4530

The value obtained for the electronic energy is -30526.760 eV. The HOMO energy is -7.62 eV. The SMILES is COc1cc(/C=N/NC2=c3ccccc3=NC2=O)cc(OC)c1O. The multiplicity is 1. The calculation puts the gap between HOMO and LUMO at 5.665 eV. The calculation puts the energy relative to the best compared isomer or geometry (same formula, charge and spin) at 654.3 kJ/mol.

---

Formula: C17H15N5O3
Source: OMol25
Level of theory: ωB97M-V/def2-TZVPD

Positions of all 40 atoms, in Å:
C -2.6366 -0.6579 2.0327
N -1.5587 0.1309 1.5040
C -0.2508 -0.0788 1.7387
O 0.1525 -1.1069 2.4636
C 0.5264 0.8603 1.0292
N 1.8560 0.8066 1.1167
N 2.5974 1.5402 0.3947
C 3.8580 1.2954 0.0432
O 4.7370 2.1147 -0.1136
C 4.0898 -0.1926 -0.4039
N 2.9149 -0.8246 -0.9355
C 2.0354 -1.4796 -0.1536
O 2.2962 -1.8627 0.9831
C 0.6864 -1.7207 -0.7421
C -0.0682 -2.7951 -0.2721
C -1.3628 -2.9606 -0.7284
C -1.8611 -2.0338 -1.6336
N -1.1622 -1.0016 -2.0731
C 0.0741 -0.8467 -1.6411
C -0.4106 1.6762 0.2908
C -0.2688 2.7451 -0.5818
C -1.4157 3.3113 -1.1075
C -2.6781 2.8336 -0.7706
C -2.8389 1.7750 0.1080
C -1.6942 1.2041 0.6303
H -3.2674 -0.0515 2.6855
H -2.2115 -1.4807 2.6040
H -3.2434 -1.0530 1.2160
H 1.0932 -1.3177 2.2400
H 4.9023 -0.2095 -1.1306
H 4.3789 -0.7332 0.5023
H 2.6135 -0.5187 -1.8484
H 0.3727 -3.4739 0.4433
H -1.9715 -3.7838 -0.3884
H -2.8672 -2.1123 -2.0240
H 0.5763 0.0373 -2.0142
H 0.7122 3.1152 -0.8356
H -1.3327 4.1395 -1.7947
H -3.5518 3.2979 -1.2019
H -3.8211 1.4128 0.3691

The value obtained for the electronic energy is -31464.872 eV. The HOMO energy is -8.17 eV. The SMILES is Cn1c(O)c(/N=N/C(=O)CNC(=O)c2cccnc2)c2ccccc21. The multiplicity is 1. The calculation puts the gap between HOMO and LUMO at 7.829 eV. The calculation puts the energy relative to the best compared isomer or geometry (same formula, charge and spin) at 0.0 kJ/mol.